Formula: C50H64N9S2SbSe4Sr
Source: OMol25
Level of theory: wB97M-V/def2-TZVPD

Geometry (Å):
H (3.83104, -3.73630, -3.65022)
H (5.67596, 1.93501, 2.41846)
C (0.57587, 5.10624, 0.04417)
H (0.54063, -6.68858, 3.23110)
H (3.42605, -1.85777, 1.93353)
Se (1.37871, 2.07954, -1.89516)
N (0.69914, -1.75944, -1.23228)
H (-1.74686, -1.06741, 5.69121)
C (0.12571, -2.63388, 1.73183)
H (4.17141, -4.44546, -1.63435)
Sr (0.68339, 0.52123, 0.60210)
C (-4.47562, 2.25532, 1.71628)
H (-5.69444, 1.70636, 4.07019)
H (-3.50597, 3.51236, -1.04435)
H (-7.18673, 4.38759, 1.38691)
H (0.17208, -5.76502, 1.76187)
H (5.52002, -0.29022, 3.36753)
C (0.49781, -4.51424, 3.49912)
C (1.08276, 5.82927, 1.10296)
H (5.74242, -1.70544, 2.33618)
H (-0.74674, 1.66234, -6.32397)
C (2.71311, -5.80528, -0.81724)
H (-0.60062, 3.63486, -1.66703)
H (-6.55049, 3.23424, 0.20125)
H (-2.24513, 3.78776, -3.38842)
C (-2.02464, -3.00390, 4.74957)
H (-3.93945, -2.40878, -1.22787)
C (0.01502, -5.81205, 2.84100)
C (0.34878, 3.74331, 0.20926)
C (3.33551, -4.40934, -0.93138)
H (-2.77246, 1.26729, 4.88751)
C (-0.74160, 0.84133, -4.36449)
H (-3.54702, 2.83534, 4.69195)
C (1.07577, -1.90766, -2.54993)
H (3.31539, 2.16316, 0.83311)
S (-1.46155, -0.84025, -0.88659)
C (1.35521, 5.17933, 2.29952)
C (-3.44411, 2.49152, -0.71206)
N (-3.15373, 0.72093, 0.69148)
C (2.05125, -4.28184, -4.73580)
C (0.50874, -1.26778, -3.60808)
H (-4.95286, 0.13711, 4.29207)
H (1.96812, 1.20182, -4.95707)
H (-5.04504, -2.07257, -2.57933)
H (-3.56681, 3.98683, -5.49664)
C (5.40529, -0.37780, 0.04520)
H (-1.05562, -5.94557, 3.01055)
C (1.27711, 1.76952, -5.57971)
N (3.25495, 0.07695, 1.20191)
C (-1.58422, 1.78571, -3.69919)
H (3.44308, -6.54064, -0.46945)
H (-4.07427, 1.74852, 5.98936)
C (-3.72648, 1.79160, 4.95496)
H (3.20709, -0.62225, 3.17222)
H (2.56552, -4.50986, -5.67231)
H (3.58817, 0.45042, -0.83845)
C (-3.25938, 3.00700, -5.12287)
H (0.93397, -1.41836, -4.59227)
Se (4.16137, 4.75516, -0.17645)
H (1.89715, -5.21645, -4.19218)
C (1.37447, -2.69431, -0.49970)
C (3.86553, -0.30267, -0.09642)
C (-2.76532, -0.76509, 2.71616)
C (-4.74686, 1.16745, 3.99479)
C (2.35622, -3.37092, -1.38013)
H (1.17331, 2.75192, -5.11555)
C (-5.26338, 3.50999, 1.92443)
C (1.15037, 3.81754, 2.35831)
H (-5.36984, 3.71406, 2.99294)
C (5.26226, -0.72480, 2.39782)
C (-4.27724, 1.20681, 2.57307)
C (1.17396, -3.04293, 0.81520)
H (1.77045, 5.70195, 3.15064)
H (0.04011, 0.10590, -6.20532)
H (-3.05267, 2.36321, -5.98020)
H (2.33330, -6.12990, -1.78797)
H (-1.19696, 3.57911, -4.76609)
H (-0.49463, -2.24020, 6.08134)
N (-1.13231, 2.00257, -0.32216)
H (0.34116, -4.57620, 4.58076)
C (-2.02505, 3.11721, -4.22331)
H (-7.24307, 2.64516, 1.70974)
C (2.86155, -3.29312, -3.88971)
H (1.73235, 1.90549, -6.56469)
H (-1.84518, -4.05196, 5.00533)
H (1.29581, 6.88327, 0.98199)
H (3.75631, -4.11932, 0.03694)
N (-2.29238, 1.63829, -1.15592)
H (5.76128, -1.40879, -0.04369)
H (-3.24218, -0.89080, 3.68345)
Se (4.78828, 2.20651, -3.27245)
Se (2.08315, 5.47423, -3.60297)
C (-4.11752, -1.77030, -2.09016)
H (1.06963, -3.87034, -4.97238)
H (1.39310, 3.26557, 3.26117)
H (1.57925, -4.42441, 3.35561)
H (-3.29305, -1.85965, -2.79442)
N (-1.24520, 0.00945, -2.37916)
H (-4.09237, 2.56590, -4.57144)
S (-4.39414, -0.04742, -1.61124)
C (-0.25018, 2.93586, -0.90329)
C (-2.82592, 0.29387, -0.61867)
C (2.16099, -2.90441, -2.62894)
C (-1.85846, 1.23839, -2.48459)
C (-0.19468, -3.30113, 2.95292)
H (1.82829, -3.82107, 1.19458)
H (0.40711, 5.56474, -0.92221)
N (5.82044, 0.13380, 1.35698)
C (5.27463, 1.48772, 1.50578)
H (3.06467, -2.39175, -4.47393)
H (5.88272, 0.21899, -0.73293)
C (-1.56717, -2.12050, 5.91616)
H (3.44177, -1.25341, -0.41325)
H (5.60595, 2.10100, 0.66759)
N (0.65430, 3.10107, 1.34552)
C (-0.49638, -0.22785, -3.51052)
C (-6.64630, 3.44528, 1.26749)
H (-4.70288, 4.34942, 1.50248)
H (-2.09013, -2.36802, 6.84424)
C (-3.75120, 1.96156, 0.51383)
C (-3.39391, 0.21729, 1.98396)
Sb (3.32503, 3.86354, -2.26744)
C (3.72706, -0.85310, 2.23745)
C (-1.64494, -1.62775, 2.55808)
C (-1.31895, -2.67186, 3.46875)
N (-0.72452, -1.60937, 1.53515)
H (3.34453, 1.68504, 2.53905)
H (-3.10648, -2.90448, 4.62204)
C (-0.08044, 1.06561, -5.69251)
C (3.72735, 1.43932, 1.54315)
H (1.87337, -5.79717, -0.12080)

Results
Energy above the lowest of the compared OMol25 structures with the same formula, charge and spin   136.2 kcal per mole
HOMO level   -1.30 eV
Orbital gap   4.862 eV
Maximum force   0.93 eV Å⁻¹
Net charge   -2

---

Formula: C50H67Br2F5N3O19
Source: OMol25
Level of theory: wB97M-V/def2-TZVPD

Geometry (Å):
C (6.98037, -5.32757, 1.67393)
F (-0.57502, 2.00839, 2.13919)
C (4.29168, 1.14997, -1.64782)
H (-2.07656, 2.84030, -2.96995)
H (-3.83663, 3.96951, 1.30070)
H (6.34150, -2.01812, 4.61103)
C (1.88532, -7.17586, 3.58858)
H (5.41661, -1.87880, 6.12849)
C (-6.05926, 8.99205, 0.55521)
H (1.96602, -5.13436, 4.29266)
N (-1.40161, 3.01152, 0.32471)
C (5.34323, -1.97519, 5.04956)
C (2.13994, 7.05924, 0.83090)
H (3.51977, 0.52224, -2.09387)
H (1.43981, -7.45066, 4.54040)
H (2.18827, -4.24838, 2.08618)
C (1.43521, 8.37478, 1.15557)
H (2.67951, 2.50531, -1.04789)
H (-9.51199, -2.63230, -3.25330)
O (2.57167, 10.50148, 1.49648)
O (-6.40448, 8.10350, -0.52357)
C (-7.90804, -1.21353, -3.49362)
F (-1.79529, 5.09669, 1.27240)
H (1.92076, -5.47693, -2.92328)
C (-1.05347, -0.50880, -1.98377)
C (3.28101, 7.52921, -0.06364)
C (-4.54590, 9.14840, 0.47489)
C (1.82703, -8.44418, -1.46389)
O (-2.74499, 1.98808, 1.94434)
O (0.03042, -9.23568, -2.91196)
N (-2.40123, 1.30274, -0.99090)
O (1.03578, -7.28373, -3.35695)
H (-1.29738, -1.22050, -1.20071)
H (-3.34027, 8.55802, -1.25500)
C (3.86810, -1.62727, 3.22781)
C (-7.15086, -1.47350, -2.20951)
C (-8.55321, -2.57259, -3.76835)
C (6.66122, -7.22272, 3.05846)
H (6.82212, -4.25307, 1.60577)
H (-5.13394, -0.21350, 1.29309)
H (-4.18730, 10.07936, 0.90816)
H (-8.02070, -4.43568, -2.74682)
N (-6.18299, 4.88064, -0.93167)
C (-3.56396, 0.51017, -0.53647)
H (-4.06007, 8.32415, 1.00131)
H (0.29202, -1.43490, -3.34758)
H (3.69051, -0.58712, 5.10728)
H (2.98295, 7.60554, -1.11176)
C (-1.57435, 3.13817, -2.06165)
C (-5.44217, 8.12309, -1.47105)
C (-7.55928, -3.52742, -3.12229)
H (-1.73628, -0.72519, -2.80883)
Br (0.38724, -1.65071, 1.37988)
O (5.13843, 3.18890, -4.40037)
H (4.16173, 6.89481, 0.00358)
C (7.22135, -5.80285, 3.10142)
O (3.73979, -2.98267, 3.65953)
H (4.29577, 3.05554, -0.57513)
H (-5.56583, -1.73310, -0.27401)
C (-0.45970, 2.07851, -1.95815)
H (2.88569, -1.25641, 2.94632)
O (-0.10223, -7.77828, 2.30376)
Br (0.55527, -3.39537, -1.35313)
H (-2.34885, -0.58610, 0.92804)
H (3.03067, -6.76534, -3.43532)
O (5.78284, -6.00259, 1.24733)
C (0.84529, -8.41571, -2.62106)
C (-1.69621, 2.30876, 1.51865)
C (2.56760, 9.38523, 1.07763)
C (-4.47774, -1.08071, 1.17656)
C (2.51803, -5.78172, 3.60894)
H (-6.39113, 8.55381, 1.49315)
H (1.49839, 6.31588, 0.36128)
H (5.49222, 0.66649, -3.41374)
O (-0.01324, 4.80707, 0.08108)
H (6.32116, 1.71473, -2.23480)
H (8.26536, -5.74355, 3.40201)
H (3.55341, -5.76968, 3.90503)
O (-5.52818, 7.53344, -2.50968)
H (2.64158, -9.12419, -1.71646)
C (0.37832, -0.79094, -2.47843)
C (-4.29775, 9.01784, -1.02721)
C (-4.39192, 3.66343, -2.00724)
C (2.14566, -6.53808, -2.83625)
C (-4.30216, 4.04426, 0.33795)
C (1.25365, -1.58181, -1.51881)
H (6.63507, -5.20214, 3.79788)
C (-5.59461, 4.35782, -2.00574)
C (-2.37293, 2.77847, -0.78578)
H (1.61126, -6.42662, -0.75094)
O (3.61633, 8.84307, 0.40901)
C (4.59379, -3.24265, 4.67466)
H (-4.12736, 0.21932, -1.42193)
O (4.70300, -4.34515, 5.12192)
H (0.68647, 8.63576, 0.40578)
O (-6.69295, -0.65524, -1.44752)
O (1.06367, -5.94918, 1.75722)
C (-3.70245, 3.51891, -0.80236)
O (-7.00604, -2.78683, -2.01037)
H (-6.10208, 4.49137, -2.95055)
H (-1.26312, 4.16999, -2.16153)
H (0.98798, 8.38059, 2.14536)
H (2.54460, 6.62547, 1.74793)
C (1.42674, -0.92115, -0.08272)
C (-1.00593, 4.36831, 0.52619)
H (7.40568, -7.95036, 2.73250)
H (-8.72497, -2.78125, -4.82131)
O (3.83969, 3.26419, -2.57347)
H (-4.15746, -1.41499, 2.15624)
C (3.72644, 2.53267, -1.34699)
H (-7.19302, -0.93061, -4.26826)
H (5.02146, 0.01295, 4.12148)
F (1.20711, 0.40947, -0.12954)
H (2.60001, -7.93684, 3.27232)
H (3.30090, -6.86405, -0.99861)
C (-1.33535, 0.89482, -1.60267)
H (0.91762, 0.09052, -2.80896)
H (6.22955, -7.53154, 4.00604)
H (-6.74235, -3.79924, -3.79255)
H (-0.09654, 1.86974, -2.96425)
H (-6.58343, 9.93719, 0.40447)
H (-3.11500, -1.56672, -0.32622)
C (2.29245, -6.99151, -1.38927)
C (4.80629, 2.70956, -3.36346)
C (-3.24573, -0.71095, 0.33036)
H (-8.63758, -0.42068, -3.35601)
H (3.09224, -5.65960, 1.50467)
C (4.47606, -0.88277, 4.41091)
O (4.70290, -7.89314, 1.77424)
H (-4.38525, 9.97510, -1.54211)
O (-5.23268, -2.09664, 0.56105)
C (-5.51886, 4.71343, 0.20865)
F (2.71447, -1.08092, 0.25845)
H (7.79185, -5.60669, 0.99895)
H (-4.03955, 3.26601, -2.94202)
H (-4.22269, 1.16004, 0.02385)
H (1.33565, -8.77372, -0.55271)
C (2.29458, -5.32700, 2.17290)
C (0.81774, -7.04724, 2.51973)
C (5.58962, -7.12177, 1.99149)
H (4.51724, -1.60445, 2.34867)
H (0.39595, 2.28475, -1.33517)
C (5.36236, 1.46558, -2.69035)
F (2.49088, -1.70063, -2.04291)
H (-5.96374, 5.13240, 1.10199)
H (4.66600, 0.64079, -0.76204)

Results
Energy above the lowest of the compared OMol25 structures with the same formula, charge and spin   0.0 kcal per mole
HOMO level   -11.20 eV
Orbital gap   7.221 eV
Maximum force   2.27 eV Å⁻¹
Net charge   +1

---

Formula: C50H69GdN5O5S
Source: OMol25
Level of theory: wB97M-V/def2-TZVPD

Geometry (Å):
H (2.94727, 6.18484, -0.87580)
H (4.36833, -5.64751, -1.20142)
C (1.02037, 5.41089, -1.51847)
C (-3.59928, 2.44953, 6.26077)
H (2.05252, 2.73882, 6.70544)
C (1.10133, 2.83296, -1.07111)
C (2.30159, -5.37453, -1.79934)
H (0.01729, 5.02379, 2.50056)
H (2.60323, 1.32849, -6.15985)
C (-6.16370, -1.13380, 1.41825)
C (0.92608, 2.77570, 1.11576)
C (0.96312, 1.36486, 5.42225)
H (0.25225, -5.03495, 2.46758)
C (1.52298, -1.19470, 2.76604)
H (-3.23108, -1.79899, -7.63805)
Gd (0.28874, -0.21868, -0.05629)
H (1.22364, -2.76077, 5.05641)
H (-2.31221, -1.58627, -0.53688)
C (1.17646, 0.50797, 4.21526)
H (1.41627, 3.23254, -3.11294)
H (2.53975, 2.66682, -5.02304)
H (4.22201, -2.14480, -4.64661)
H (-1.29903, -2.65282, -1.02376)
H (0.79155, -6.71798, 2.60924)
C (1.13207, 0.96766, 2.84032)
C (2.00054, 5.82555, 2.23499)
C (1.99822, -4.27593, 0.50381)
C (-3.87163, 1.77173, 4.94854)
C (-2.26320, -1.08389, -5.30699)
H (1.83490, -2.35130, -5.43024)
H (0.84428, 3.03081, 3.21450)
H (0.64741, 0.73619, 6.25699)
O (-1.08098, -1.75976, 1.65257)
H (-6.94814, -0.40609, 1.61721)
C (1.81663, -2.37188, -2.55135)
N (1.58508, -2.10708, -0.13475)
H (3.21236, -2.64260, 6.50572)
H (-4.61360, 3.54565, 3.99651)
H (-0.84840, -0.47143, -3.79720)
H (0.06118, 2.74799, -5.19947)
C (3.79837, -5.48314, -2.11591)
C (-3.61341, -1.23885, -5.60483)
H (-4.52771, 2.56589, 6.82326)
H (-2.91068, 1.86785, 6.87129)
C (-4.65091, 1.87374, 2.66250)
H (-5.58806, -1.09247, -4.75461)
H (4.11756, -2.24042, -6.41235)
C (3.86836, -1.63309, -5.54211)
C (1.74871, -2.91636, 0.94790)
C (-3.86527, -0.21222, 3.56795)
C (1.73036, -2.48600, 2.27607)
S (-4.66340, -0.24387, 0.91277)
C (2.45948, 5.86599, -1.79585)
H (-6.45491, -1.79070, 0.60091)
C (3.08497, -1.89687, 5.72102)
C (-4.38212, 0.52284, 2.51724)
H (2.64564, 6.17325, 1.42952)
H (4.39812, -0.68350, -5.61939)
C (1.69383, -1.04426, -2.96267)
H (2.52112, 5.02727, 2.76507)
H (4.16588, -4.56672, -2.57882)
C (0.97613, 4.21079, -0.62728)
C (2.09397, -5.47244, 1.39664)
C (1.84453, 0.80394, -4.24878)
H (3.98658, -6.31591, -2.79352)
H (-2.04484, 0.56585, -1.89265)
H (-4.63554, -2.59855, -6.91069)
C (-1.89188, -0.61370, -4.06002)
H (2.51558, -6.30828, 0.83751)
C (1.47264, 1.13597, -2.88653)
O (-3.63483, -1.33498, 0.76143)
C (-4.40043, 2.49045, 3.87780)
H (-5.04598, 2.44245, 1.82858)
H (0.15978, 2.08021, 5.22390)
C (0.71145, -5.86683, 1.93291)
H (-1.83078, 1.73699, 0.84426)
C (2.00242, 1.78153, -5.37012)
C (-4.52657, -0.96423, -4.58791)
H (3.45812, -0.94331, 6.09301)
O (-1.47893, -1.70582, -1.03679)
C (0.66489, 5.32184, 1.67212)
C (-3.60991, 0.41354, 4.77612)
H (0.06873, 1.33040, -6.25373)
C (1.30404, 2.43192, -2.39203)
C (0.64365, 2.20426, -5.94423)
H (-3.20708, -0.16122, 5.60099)
H (-1.08130, 1.41173, 2.16137)
H (1.83391, 6.65279, 2.92512)
H (3.68992, -2.18737, 4.86188)
H (3.04753, 5.05290, -2.22256)
C (-4.06556, -0.50188, -3.37025)
H (-5.93946, -1.71837, 2.30725)
C (1.97134, -0.55351, -4.29907)
H (3.04559, 1.43921, 6.03362)
H (0.47110, 6.22911, -1.04915)
N (-2.77438, -0.30100, -3.11442)
C (1.77695, -2.86663, -1.24880)
H (-3.65814, -1.26814, 3.43842)
H (2.03854, -0.89051, -6.39436)
N (1.35662, -0.00364, -2.15054)
O (-1.50894, 1.12693, -1.24512)
H (0.16792, 6.14009, 1.14759)
H (2.46428, 6.70222, -2.49501)
C (0.93652, 2.29111, 2.42797)
H (0.52722, 5.18898, -2.46745)
O (-1.56739, 1.01271, 1.42614)
H (0.78320, 2.85012, -6.81114)
N (1.03240, 1.99723, 0.00349)
H (1.74006, -5.23737, -2.72559)
H (-1.05994, 1.79044, -1.78784)
H (-3.18354, 3.44476, 6.10613)
H (-1.50418, -1.30242, -6.04712)
H (2.05809, -3.09100, -3.32454)
N (1.31673, -0.08702, 1.99895)
H (1.96182, -6.30817, -1.34805)
H (1.03227, -1.41499, 6.17729)
C (2.02283, -4.24389, -0.86014)
H (2.76613, -5.26501, 2.23244)
C (1.60815, -1.77370, 5.32218)
C (1.43216, -0.83425, 4.17133)
C (2.23197, 2.13090, 5.81846)
H (-2.03924, -1.61469, 1.55178)
H (0.05157, -6.14605, 1.11089)
C (2.35492, -1.39177, -5.47746)
H (-4.74865, -0.26310, -2.56223)
C (-4.07557, -1.66428, -6.96557)
H (1.91480, -3.24778, 3.02381)
H (-0.89291, -1.77002, 2.59653)
C (0.84548, 4.17285, 0.73126)
H (2.55416, 2.78659, 5.00902)
H (-4.74288, -0.91436, -7.39157)

Results
Spin multiplicity   8
HOMO level (spin up / spin down)   -8.79 / -8.87 eV
Orbital gap (spin up / spin down)   5.746 / 4.778 eV
Maximum force   1.63 eV Å⁻¹
⟨S²⟩   16.023
Net charge   +1